Below is 20 unconnected molecules or ions with the total composition H40O20, with properties calculated with the ωB97M-V functional and the def2-TZVPD basis.

Its orbital gap is 0.335 Ha. For the relative energy (zero: lowest compared OMol25 entry of this formula, charge and spin), the calculation gives 228.2 kJ/mol. For the max |F|, the calculation gives 0.0169 Eh/bohr.

Geometry as ORCA input:
```
! wB97M-V def2-TZVPD RIJCOSX def2/J DEFGRID3
* xyz 0 1
O 2.870 1.617 -3.384
H 3.721 1.312 -3.698
H 2.301 1.573 -4.153
O -5.442 -1.503 -1.495
H -5.218 -1.840 -0.627
H -5.844 -2.247 -1.945
O 4.775 -2.006 -0.962
H 5.184 -1.942 -0.098
H 4.118 -1.310 -0.968
O -2.626 0.760 -0.589
H -3.272 0.629 0.105
H -2.649 -0.053 -1.095
O -4.416 -2.957 0.667
H -3.630 -3.453 0.440
H -4.872 -3.507 1.305
O 2.209 1.861 3.597
H 3.115 1.829 3.289
H 1.684 1.884 2.797
O 0.113 0.043 0.232
H -0.768 0.178 -0.119
H 0.255 -0.901 0.167
O -1.921 -1.567 -1.811
H -1.636 -1.943 -2.643
H -1.734 -2.247 -1.163
O 2.804 -0.058 -1.279
H 2.663 0.594 -1.965
H 1.924 -0.282 -0.976
O 0.431 2.415 1.518
H -0.330 2.945 1.281
H 0.271 1.567 1.104
O 3.670 -5.087 0.492
H 3.377 -5.858 0.006
H 3.582 -4.365 -0.130
O -1.418 3.513 0.037
H -1.921 2.730 -0.187
H -1.780 4.200 -0.523
O -1.084 2.328 3.906
H -0.733 2.362 3.016
H -0.319 2.441 4.470
O 4.340 1.229 1.014
H 4.868 0.615 0.503
H 3.504 1.269 0.550
O 2.513 4.388 1.071
H 1.804 3.776 1.268
H 2.823 4.680 1.928
O 1.046 3.598 -1.892
H 0.398 3.290 -1.259
H 1.522 2.808 -2.151
O -0.315 -2.746 0.161
H -0.483 -3.370 -0.545
H -0.020 -3.286 0.894
O -4.096 -1.276 -4.171
H -4.226 -1.304 -3.223
H -3.175 -1.504 -4.294
O -5.066 1.645 1.033
H -5.351 2.120 0.252
H -4.937 2.325 1.694
O 2.245 -4.156 3.112
H 2.824 -3.407 3.256
H 2.331 -4.350 2.179
*
```

Here are the Löwdin charges for atoms 1 to 5, given in e: atom 1 (O): -0.020, atom 2 (H): 0.073, atom 3 (H): 0.072, atom 4 (O): -0.051, atom 5 (H): -0.013

=====

Below is 20 unconnected molecules or ions with the total composition H40O20 in a non-equilibrium geometry, with properties calculated with the ωB97M-V functional and the def2-TZVPD basis.

As for the expectation value of S²: 0.76. Its orbital gap (spin up / spin down) is 0.365 / 0.096 Ha. For the relative energy (zero: lowest compared OMol25 entry of this formula, charge and spin), the calculation gives 0.0 kJ/mol. For the max |F|, the calculation gives 0.0628 Eh/bohr.

Geometry as ORCA input:
```
! wB97M-V def2-TZVPD RIJCOSX def2/J DEFGRID3
* xyz 1 2
O 0.699 -0.057 -4.584
H -0.075 0.451 -4.856
H 1.400 0.613 -4.536
O -0.838 3.890 4.511
H -0.678 4.577 3.856
H -1.573 3.355 4.184
O -3.230 0.439 0.895
H -4.081 0.159 0.557
H -2.778 0.386 0.009
O 1.854 -3.024 -3.959
H 1.907 -3.072 -3.007
H 1.834 -2.099 -4.167
O 0.187 3.470 1.366
H -0.059 2.950 2.123
H 0.329 3.102 0.504
O 1.944 -0.302 2.829
H 1.575 -0.027 3.689
H 2.433 -1.122 2.917
O 1.859 1.327 -1.240
H 2.304 0.750 -1.863
H 2.369 1.595 -0.464
O -0.302 -4.242 -0.169
H 0.318 -4.490 0.542
H -0.852 -3.597 0.277
O -0.875 -1.281 1.608
H -1.283 -0.713 0.919
H -0.118 -0.761 1.916
O -1.873 -2.448 -2.948
H -1.616 -3.209 -2.432
H -1.401 -2.401 -3.777
O -3.517 0.223 3.374
H -3.246 0.202 2.409
H -4.328 -0.250 3.622
O 0.727 0.936 5.098
H 0.376 1.780 4.826
H -0.022 0.326 5.179
O 4.507 3.641 -1.510
H 4.155 4.362 -0.987
H 5.037 3.005 -1.027
O -0.723 0.239 -0.829
H 0.113 0.729 -0.862
H -0.780 -0.550 -1.317
O -4.411 -0.448 -1.619
H -3.853 -0.747 -2.339
H -4.987 0.052 -2.230
O 2.444 -3.836 0.710
H 3.044 -4.210 0.055
H 1.983 -3.092 0.304
O -1.136 -2.191 4.669
H -1.854 -2.173 4.036
H -0.523 -2.907 4.527
O 0.883 -2.077 -1.519
H 0.460 -2.769 -0.990
H 0.283 -1.705 -2.162
O 1.854 2.501 -3.612
H 2.700 2.827 -3.955
H 1.236 3.223 -3.693
O 0.173 3.226 -1.692
H -0.718 3.004 -1.750
H 0.739 2.457 -1.416
*
```

Here are the Löwdin charges for atoms 1 to 5, given in e: atom 1 (O): -0.057, atom 2 (H): 0.047, atom 3 (H): 0.018, atom 4 (O): -0.040, atom 5 (H): 0.048

=====

Below is a molecular structure, H41O20 in a non-equilibrium geometry, with properties calculated with the ωB97M-V functional and the def2-TZVPD basis.

Its orbital gap is 0.369 Ha. For the relative energy (zero: lowest compared OMol25 entry of this formula, charge and spin), the calculation gives 881.4 kJ/mol. For the max |F|, the calculation gives 0.1549 Eh/bohr.

Geometry as ORCA input:
```
! wB97M-V def2-TZVPD RIJCOSX def2/J DEFGRID3
* xyz 1 1
O 3.310 -1.561 -0.525
H -0.625 4.059 2.277
O -3.399 -0.067 -2.875
H -4.121 -0.305 -3.421
H -3.484 -0.742 -2.177
O -1.033 -3.896 0.275
H -0.557 -3.519 0.995
H -0.700 -4.712 0.087
O 0.278 -2.390 -5.162
H -0.402 -2.227 -5.676
H -2.699 -3.055 0.547
O -2.217 -0.663 5.174
H 0.026 3.430 -2.344
H 0.874 -1.959 -4.670
O 0.619 2.752 -1.858
H 0.354 -2.297 2.992
H 0.122 2.797 -0.998
O 0.943 0.286 -0.414
H -4.421 -2.867 0.849
H 1.661 -2.674 2.335
O -3.053 4.238 -1.974
H -3.325 5.099 -1.557
H -3.840 3.670 -2.088
O 3.397 0.604 -1.854
H 2.849 1.358 -2.109
H -1.708 0.139 5.127
O -3.292 0.537 1.556
H -4.109 -0.064 1.748
H -3.555 1.192 2.069
O -1.122 -1.053 1.042
H -2.015 -1.180 1.006
H 1.061 0.811 -1.359
O 0.955 4.601 0.908
H 0.957 5.095 1.696
H 1.883 4.259 0.824
O 2.249 0.694 -4.484
H 1.799 1.345 -5.050
H 2.919 1.058 -3.909
O -0.522 3.106 2.433
H 4.440 1.189 2.580
H -0.125 3.044 1.554
O -3.479 -2.312 0.669
H -0.943 0.014 0.700
H 2.477 -1.466 -0.966
O 4.217 0.813 1.654
H 0.881 -1.498 -0.782
H 4.187 1.896 1.566
O 0.976 -2.278 -0.035
H 0.280 -1.785 0.909
H 1.948 -2.289 0.319
O 1.050 -1.956 2.451
H 3.922 -0.816 -0.586
H 1.746 0.533 0.228
O -2.101 1.976 -1.038
H -2.498 2.844 -1.009
H -2.757 1.369 -1.524
O 2.224 -3.806 3.881
H 1.846 -4.614 3.883
H 3.027 -3.671 4.223
H -1.673 -1.341 4.952
H 4.296 0.869 -1.828
*
```

Here are the Löwdin charges for atoms 1 to 5, given in e: atom 1 (O): -0.046, atom 2 (H): 0.024, atom 3 (O): -0.032, atom 4 (H): 0.026, atom 5 (H): 0.056

=====

Below is a molecular structure, H41O20 in a non-equilibrium geometry, with properties calculated with the ωB97M-V functional and the def2-TZVPD basis.

Its orbital gap is 0.386 Ha. For the relative energy (zero: lowest compared OMol25 entry of this formula, charge and spin), the calculation gives 242.3 kJ/mol. For the max |F|, the calculation gives 0.0552 Eh/bohr.

Geometry as ORCA input:
```
! wB97M-V def2-TZVPD RIJCOSX def2/J DEFGRID3
* xyz 1 1
O -1.221 -1.474 0.914
H -1.310 -2.364 0.553
O 2.512 0.757 0.888
H 2.915 0.869 0.022
H 1.685 1.240 0.814
O -1.527 0.915 4.236
H -1.083 0.455 4.941
H -2.112 1.611 4.516
O 3.512 -0.234 -1.532
H 2.603 0.056 -1.721
H 4.001 0.265 -2.192
O 5.104 1.565 1.300
H 1.870 -1.858 -0.925
H 5.275 1.732 2.235
O 1.138 -1.718 -0.325
H -0.287 -4.342 -1.631
H 1.501 -1.326 0.481
O 0.324 -4.543 -0.936
H 0.866 -3.931 -0.447
H 3.371 2.552 0.639
O -3.937 0.328 -1.736
H -3.001 0.158 -1.951
H -4.342 0.121 -2.580
O -4.570 2.933 -0.518
H -3.716 2.983 -1.186
H 5.260 0.613 1.180
O -1.133 0.632 -1.931
H -0.780 1.581 -1.733
H -0.513 0.148 -1.359
O -0.794 1.206 1.251
H -1.267 1.771 1.877
H -0.807 0.312 1.610
O 3.267 -0.726 3.259
H 3.260 0.235 3.205
H 3.998 -1.016 3.805
O 3.032 -4.635 -0.433
H 3.952 -4.330 -0.595
H 2.661 -4.693 -1.312
O -0.488 1.579 -4.578
H -0.498 0.629 -4.398
H -1.239 1.877 -5.123
O -3.239 1.231 0.548
H -2.234 1.020 0.685
H -3.632 0.407 0.862
O -2.658 3.204 -1.996
H -2.669 3.802 -2.740
H -1.739 3.179 -1.647
O -1.971 -4.016 -0.079
H -1.381 -4.741 0.179
H -2.853 -4.217 0.229
O 3.135 3.317 0.081
H -3.953 1.859 -0.156
H 3.592 4.096 0.400
O -0.648 -3.446 3.379
H -0.577 -3.501 2.430
H 0.130 -3.774 3.818
O 0.017 3.059 -1.690
H 0.421 2.965 -0.818
H 0.520 3.828 -2.025
H -1.241 -0.915 0.133
H -5.231 2.509 -1.093
*
```

Here are the Löwdin charges for atoms 1 to 5, given in e: atom 1 (O): -0.053, atom 2 (H): 0.004, atom 3 (O): -0.063, atom 4 (H): -0.002, atom 5 (H): 0.028

=====

Below is 21 unconnected molecules or ions with the total composition H41O21 in a non-equilibrium geometry, with properties calculated with the ωB97M-V functional and the def2-TZVPD basis.

Its orbital gap is 0.353 Ha. For the relative energy (zero: lowest compared OMol25 entry of this formula, charge and spin), the calculation gives 326.9 kJ/mol. For the max |F|, the calculation gives 0.0932 Eh/bohr.

Geometry as ORCA input:
```
! wB97M-V def2-TZVPD RIJCOSX def2/J DEFGRID3
* xyz -1 1
O 0.032 2.352 -0.634
H 0.921 2.238 -0.240
H 0.008 2.285 -1.608
O -0.340 -0.286 -0.028
H -0.017 -0.332 0.880
H -0.281 0.657 -0.259
O -0.474 -2.946 -0.672
H 0.353 -3.340 -1.021
H -0.346 -1.997 -0.852
O -1.693 -2.155 2.788
H -1.010 -1.598 2.392
H -1.660 -2.865 2.129
O -4.367 -1.902 -2.799
H -3.480 -2.105 -3.053
H -4.431 -1.367 -2.027
O -3.890 0.064 -0.526
H -3.011 0.404 -0.323
H -4.442 -0.166 0.167
O -2.315 -4.084 0.897
H -1.715 -3.777 0.166
H -3.114 -4.270 0.445
O 1.384 -3.441 -2.416
H 1.566 -2.476 -2.454
H 2.194 -3.875 -2.356
O 3.096 3.221 -1.371
H 3.305 2.298 -1.246
H 3.291 3.639 -0.501
O 4.535 0.603 -0.974
H 4.016 0.185 -1.682
H 4.461 0.022 -0.178
O 2.539 -0.814 0.741
H 1.613 -0.857 1.890
H 3.007 -1.496 1.201
O 0.588 3.920 1.725
H 0.918 3.121 1.345
H -0.356 3.719 1.982
O 0.440 0.874 -3.194
H 0.592 0.590 -2.320
H -0.069 1.662 -3.234
O 2.450 2.884 3.461
H 2.111 2.615 2.580
H 1.804 3.563 3.819
O -1.834 4.418 -0.534
H -1.788 4.224 0.389
H -1.014 4.458 -0.957
O 1.113 -1.066 2.760
H 1.451 -1.783 3.374
O -1.856 -2.311 -3.408
H -1.424 -1.693 -3.937
H -1.293 -2.208 -2.659
O 1.857 1.618 1.104
H 2.192 0.544 1.195
H 2.624 1.943 0.640
O -3.860 -1.304 1.532
H -2.991 -1.352 1.941
H -4.574 -1.002 2.083
O -0.363 1.342 2.977
H 0.530 1.773 3.061
H -0.367 0.426 2.926
O 2.401 -0.967 -1.646
H 1.547 -0.581 -1.339
H 2.894 -1.092 -0.769
*
```

Here are the Löwdin charges for atoms 1 to 5, given in e: atom 1 (O): -0.069, atom 2 (H): 0.013, atom 3 (H): 0.047, atom 4 (O): -0.038, atom 5 (H): 0.015

=====

Below is 21 unconnected molecules or ions with the total composition H41O21 in a non-equilibrium geometry, with properties calculated with the ωB97M-V functional and the def2-TZVPD basis.

Its orbital gap is 0.335 Ha. For the relative energy (zero: lowest compared OMol25 entry of this formula, charge and spin), the calculation gives 368.9 kJ/mol. For the max |F|, the calculation gives 0.0467 Eh/bohr.

Geometry as ORCA input:
```
! wB97M-V def2-TZVPD RIJCOSX def2/J DEFGRID3
* xyz -1 1
O -3.045 -2.648 -0.469
H -2.465 -3.104 0.160
H -2.388 -1.971 -0.722
O -1.557 -3.583 -3.539
H -2.318 0.780 -1.922
H -1.423 -2.984 -2.794
O 1.608 -0.216 3.643
H 3.692 -0.382 2.437
H 0.811 -0.727 3.466
O 4.033 0.414 2.860
H -3.038 -0.439 0.169
H -0.004 -0.570 -0.252
O 3.493 -0.367 -2.280
H 4.230 0.116 -2.671
H 3.414 -0.042 -1.364
O 1.883 1.082 -3.987
H 3.826 0.043 0.387
H 2.483 0.795 -3.268
O 4.564 0.612 0.124
H 2.154 -0.624 4.321
H -1.151 -4.374 -3.160
O 2.203 -3.953 1.473
H 3.210 0.917 2.849
H 2.481 1.546 -4.583
O -0.644 -2.698 3.283
H 2.770 -4.457 0.903
H -0.155 -3.425 2.892
O -0.111 -0.929 -3.618
H 4.354 1.398 0.647
H -1.046 -0.715 -3.660
O 0.222 2.745 4.169
H -3.437 2.216 -0.649
H 0.046 3.648 3.914
O 2.288 2.616 0.861
H 1.576 2.091 1.225
H 2.092 2.708 -0.065
O -2.989 -0.021 1.048
H -2.106 -0.401 1.196
H -1.284 -2.950 3.952
O -4.455 1.678 3.218
H -3.493 1.554 3.282
H -4.450 1.481 2.265
O -1.367 2.137 -3.735
H -0.449 2.163 -4.024
H -1.354 1.864 -2.822
O -4.225 1.698 -0.893
H -4.473 1.269 -0.071
O -0.378 -1.518 -0.517
H 0.025 -1.627 -2.975
H 0.270 -1.885 0.108
O 2.132 -1.321 1.153
H 1.781 -0.681 0.361
H 1.541 -1.050 1.872
O 1.146 0.489 -0.170
H -3.719 4.245 -0.534
H 1.495 0.617 -1.058
O -3.015 3.967 -1.123
H 2.266 -2.981 1.306
H -3.284 3.583 -1.954
O -2.054 -0.144 -1.782
H -1.348 0.237 -1.229
H 0.929 2.454 3.584
*
```

Here are the Löwdin charges for atoms 1 to 5, given in e: atom 1 (O): -0.073, atom 2 (H): 0.038, atom 3 (H): -0.031, atom 4 (O): -0.058, atom 5 (H): 0.027

=====

- Among the records above, which one has the highest relative energy (zero: lowest compared OMol25 entry of this formula, charge and spin)?
  number 3